Computed, not measured: a molecular structure, C32H26N3OPRu, with ωB97M-V with the def2-TZVPD basis set.

As for the frontier orbital gap (alpha / beta): 6.36 / 6.42 eV. Its energy above the lowest of the compared OMol25 structures with the same formula, charge and spin is 50.7 kcal/mol. As for the lowest unoccupied orbital energy (alpha / beta): -4.34 / -4.22 eV. Its spin multiplicity is 2. As for the charge: +1.

Each line ends with the natural charge from an NBO analysis.
Geometry (Å):
Ru (0.915, -0.309, 0.433)  0.806
P (0.695, 0.346, -1.938)  0.851
O (-0.637, -1.637, 1.053)  -0.650
N (0.960, -0.310, 2.420)  -0.123
N (2.837, 0.533, 0.815)  -0.436
N (0.029, -0.926, 3.094)  -0.410
C (0.680, 0.601, -3.741)  -0.240
C (-0.564, 0.823, -5.776)  -0.201
C (-3.103, -2.570, 2.120)  -0.181
C (-4.303, -2.929, 2.699)  -0.206
C (-2.077, -3.323, -1.631)  -0.174
C (-2.275, -1.905, 4.297)  -0.156
C (-3.478, -2.264, 4.863)  -0.219
C (3.001, 0.794, 2.171)  0.177
C (0.104, -2.328, -1.647)  -0.197
C (-0.481, -1.052, -1.725)  -0.382
C (-0.147, 1.786, -1.212)  -0.336
C (2.114, 0.272, 4.519)  -0.674
C (3.753, 0.991, -0.032)  0.087
C (-1.151, 3.856, 0.300)  -0.174
C (-1.873, -0.928, -1.710)  -0.124
C (-0.387, 3.012, -1.824)  -0.218
C (-2.661, -2.064, -1.683)  -0.222
C (-4.500, -2.760, 4.064)  -0.166
C (-0.370, 1.595, 0.164)  -0.017
C (4.879, 1.688, 0.368)  -0.245
C (-0.912, 2.627, 0.911)  -0.278
C (-0.902, 4.040, -1.053)  -0.213
C (-0.540, 0.608, -4.412)  -0.219
C (1.829, 1.047, -5.796)  -0.206
C (5.058, 1.979, 1.730)  -0.122
C (0.618, 1.030, -6.470)  -0.167
C (-0.699, -3.453, -1.598)  -0.195
C (-2.083, -2.040, 2.918)  -0.093
C (1.863, 0.831, -4.430)  -0.218
C (2.030, 0.260, 3.035)  0.173
C (-0.855, -1.542, 2.319)  0.609
C (4.117, 1.544, 2.624)  -0.215
H (-1.129, 2.512, 1.966)  0.229
H (3.589, 0.782, -1.084)  0.219
H (0.597, 1.185, -7.538)  0.227
H (3.009, -0.249, 4.864)  0.241
H (-1.467, -1.514, 4.893)  0.232
H (2.802, 0.828, -3.897)  0.213
H (-2.939, -2.673, 1.058)  0.231
H (-0.254, -4.433, -1.517)  0.228
H (-0.187, 3.144, -2.879)  0.228
H (-1.508, 0.830, -6.300)  0.228
H (-1.515, 4.682, 0.895)  0.226
H (-2.331, 0.053, -1.726)  0.219
H (-5.453, -3.008, 4.503)  0.224
H (1.227, -0.218, 4.916)  0.270
H (1.190, -2.424, -1.665)  0.220
H (-2.702, -4.203, -1.611)  0.228
H (-1.457, 0.437, -3.869)  0.226
H (5.609, 1.990, -0.361)  0.242
H (5.923, 2.531, 2.064)  0.240
H (-5.092, -3.345, 2.089)  0.221
H (2.745, 1.228, -6.337)  0.227
H (2.151, 1.296, 4.892)  0.237
H (-3.737, -1.968, -1.691)  0.227
H (-1.123, 4.992, -1.513)  0.227
H (4.190, 1.770, 3.675)  0.240
H (-3.620, -2.147, 5.927)  0.225

Computed, not measured: a molecular structure, C32H27BrLuN7O3S2, with ωB97M-V with the def2-TZVPD basis set.

As for the frontier orbital gap: 7.33 eV. As for the lowest unoccupied orbital energy: -5.52 eV. Its spin multiplicity is 1. As for the charge: +2.

Each line ends with the Mulliken charge.
Geometry (Å):
Lu (0.603, 0.320, -0.403)  2.486
Br (-1.158, -4.650, -5.381)  -0.076
S (4.712, 0.164, -3.318)  -0.180
S (-0.532, 3.677, -3.959)  -0.179
O (-6.069, 0.656, 0.432)  -0.440
O (-1.416, 0.235, -0.264)  1.053
O (0.142, 1.863, 1.052)  -0.477
N (0.387, -1.536, 1.259)  0.058
N (0.292, 2.070, -2.120)  -0.330
N (2.560, 0.112, 1.270)  0.417
N (2.561, 0.375, -1.920)  0.670
N (-1.697, 3.229, -1.594)  -0.286
N (4.093, -1.227, -1.105)  -0.203
N (0.173, -1.500, -2.199)  0.141
C (2.371, -0.712, 2.330)  -0.409
C (1.202, -1.556, 2.341)  0.218
C (-4.809, 0.971, 0.681)  0.689
C (3.505, 1.276, -3.832)  -0.393
C (1.881, -2.386, 4.551)  -0.916
C (-1.036, -3.120, 2.356)  -1.169
C (4.404, 0.060, 3.364)  -0.642
C (-0.212, -3.154, 3.452)  -0.624
C (4.581, 0.897, 2.291)  -1.173
C (1.230, 2.045, -3.154)  0.002
C (-6.367, -0.280, -0.597)  -0.784
C (-3.356, 2.350, 2.006)  -1.127
C (-0.603, 3.271, 2.756)  -1.686
C (-0.622, -3.376, -4.112)  0.050
C (-0.879, 2.274, 1.673)  0.958
C (-2.407, 0.806, 0.366)  -0.446
C (3.268, -0.768, 3.411)  1.085
C (3.628, 0.893, 1.272)  -0.520
C (-2.199, 1.822, 1.364)  0.795
C (-1.554, -2.554, -3.497)  -0.772
C (3.000, -1.632, 4.520)  -0.925
C (0.954, -2.367, 3.461)  0.911
C (-3.715, 0.415, 0.043)  -0.492
C (1.056, -2.294, -2.820)  -0.296
C (-0.691, -2.304, 1.278)  -0.160
C (-4.611, 1.951, 1.686)  -1.196
C (0.942, 2.830, -4.214)  -0.447
C (-0.676, 2.922, -2.404)  0.463
C (0.715, -3.235, -3.769)  -0.850
C (3.713, -0.255, -1.968)  -0.195
C (-1.114, -1.642, -2.558)  -0.297
C (2.437, 1.243, -3.004)  -0.603
H (3.713, -1.662, 5.334)  0.451
H (1.497, 2.970, -5.127)  0.441
H (5.050, -1.537, -1.113)  0.233
H (-5.939, 0.033, -1.552)  0.318
H (-1.314, -2.278, 0.392)  0.464
H (-3.247, 3.104, 2.771)  0.323
H (-5.482, 2.360, 2.179)  0.482
H (0.017, 4.069, 2.347)  0.341
H (5.119, 0.032, 4.177)  0.475
H (5.434, 1.557, 2.228)  0.450
H (1.667, -3.024, 5.398)  0.451
H (-3.830, -0.348, -0.715)  0.439
H (-2.373, 3.920, -1.862)  0.244
H (1.477, -3.844, -4.234)  0.480
H (3.578, -1.355, -0.252)  0.044
H (3.740, 1.558, 0.422)  0.594
H (-7.449, -0.298, -0.672)  0.258
H (-6.007, -1.279, -0.341)  0.334
H (-1.796, 2.778, -0.702)  -0.003
H (-1.482, 3.702, 3.218)  0.445
H (-0.018, 2.761, 3.524)  0.307
H (-1.939, -3.712, 2.314)  0.470
H (-1.815, -0.983, -2.068)  0.326
H (2.096, -2.185, -2.538)  0.499
H (-2.603, -2.622, -3.747)  0.513
H (-0.440, -3.778, 4.307)  0.471
H (3.660, 1.882, -4.709)  0.448

Computed, not measured: a molecular structure, C32H27Cl5N7NiO3S, with ωB97M-V with the def2-TZVPD basis set.

As for the frontier orbital gap: 7.41 eV. Its energy above the lowest of the compared OMol25 structures with the same formula, charge and spin is 1.4 kcal/mol. As for the lowest unoccupied orbital energy: 1.95 eV. Its spin multiplicity is 1. As for the charge: -1.

Each line ends with the Mulliken charge.
Geometry (Å):
Ni (-0.395, -1.532, 0.205)  -0.086
Cl (0.697, -2.700, 6.454)  -0.212
Cl (-1.910, -3.791, 5.123)  -0.230
Cl (2.372, -0.970, 1.623)  -0.143
Cl (2.874, -1.331, 4.681)  -0.222
Cl (-2.328, -3.478, 2.051)  -0.168
S (3.803, -1.537, -2.898)  -0.419
O (-3.197, 3.047, 3.199)  -0.695
O (-3.161, -0.844, 0.967)  -0.716
O (0.648, 1.593, 0.931)  -0.865
N (-0.766, -1.335, -1.790)  -0.103
N (-1.170, 0.237, 0.965)  1.786
N (2.636, 0.857, -2.214)  -0.050
N (-3.109, 1.098, 2.076)  0.210
N (4.341, 1.063, -3.446)  0.171
N (3.915, 2.346, -3.214)  -0.910
N (1.590, 0.347, -1.458)  0.386
C (0.609, -3.247, -1.703)  -0.031
C (0.051, -2.145, -2.469)  1.741
C (-2.965, 1.517, -2.511)  -0.378
C (-2.547, 2.231, 2.575)  -0.555
C (1.252, -4.334, -2.303)  -0.579
C (-0.742, -2.949, 4.169)  0.093
C (-0.957, -2.741, 2.806)  1.737
C (-0.488, 1.352, 1.329)  -0.976
C (-2.477, 0.096, 1.323)  -0.667
C (1.802, -5.334, -1.529)  -0.870
C (0.410, -1.900, -3.812)  -0.769
C (-1.000, 0.029, -3.801)  2.205
C (2.873, 2.189, -2.463)  0.786
C (-0.777, 3.786, 1.821)  -1.530
C (1.062, -4.174, 0.450)  -0.377
C (0.427, -2.483, 4.762)  0.456
C (-2.406, 0.436, -1.877)  -0.808
C (-0.061, -0.805, -4.460)  -1.310
C (-0.357, 2.137, 3.684)  -1.271
C (-0.786, 0.866, 4.408)  -1.106
C (3.590, 0.107, -2.859)  0.166
C (0.487, -3.156, -0.309)  0.124
C (1.997, 3.258, -1.928)  -0.861
C (-2.529, 1.907, -3.787)  -0.748
C (-1.402, 4.069, 0.460)  -1.124
C (-1.066, 2.367, 2.326)  2.508
C (1.129, -1.639, 2.624)  2.084
C (-0.069, -2.017, 2.020)  -2.881
C (-1.575, 1.155, -4.423)  -0.685
C (-1.373, -0.311, -2.475)  -1.031
C (1.388, -1.853, 3.975)  0.053
C (1.714, -5.247, -0.145)  -1.044
H (2.156, -6.016, 0.478)  0.428
H (5.150, 0.882, -4.010)  0.182
H (-3.762, 2.064, -2.021)  0.456
H (-1.030, 3.376, -0.297)  0.071
H (1.529, 0.801, -0.544)  0.245
H (-1.173, 5.082, 0.128)  0.491
H (0.259, -0.562, -5.467)  0.393
H (-1.819, 0.936, 4.752)  0.339
H (0.720, 0.540, -1.944)  -0.246
H (-2.796, 0.092, -0.936)  0.420
H (-4.086, 0.925, 2.265)  0.305
H (1.323, -4.402, -3.382)  0.296
H (2.421, 4.226, -2.180)  0.434
H (1.132, -2.547, -4.285)  0.318
H (-0.569, 3.008, 4.308)  0.450
H (1.018, -4.155, 1.531)  0.353
H (-0.156, 0.695, 5.282)  0.521
H (0.716, 2.125, 3.482)  0.416
H (-2.965, 2.767, -4.277)  0.404
H (1.890, 3.167, -0.845)  0.118
H (2.298, -6.174, -1.997)  0.366
H (0.996, 3.177, -2.357)  0.177
H (-2.490, 3.976, 0.501)  0.303
H (-1.253, 1.405, -5.428)  0.414
H (-1.167, 4.482, 2.566)  0.492
H (-0.703, -0.011, 3.765)  0.304
H (0.306, 3.907, 1.774)  0.463

Computed, not measured: a molecular structure, C32H27ClHfN6O2S, with ωB97M-V with the def2-TZVPD basis set.

As for the frontier orbital gap: 6.27 eV. Its energy above the lowest of the compared OMol25 structures with the same formula, charge and spin is 23.3 kcal/mol. As for the lowest unoccupied orbital energy: -6.80 eV. Its spin multiplicity is 1. As for the charge: +2.

Each line ends with the natural charge from an NBO analysis.
Geometry (Å):
Hf (0.240, -0.379, -0.394)  2.306
Cl (-0.595, -6.902, -3.564)  0.061
S (-2.158, -0.087, -1.446)  -0.240
O (1.176, -2.284, -0.434)  -0.843
O (-0.685, -1.397, 1.190)  -0.717
N (1.805, 0.004, 1.007)  -0.641
N (1.378, 1.399, -1.425)  -0.578
N (-1.945, 1.694, 0.620)  -0.397
N (0.535, -0.806, -2.609)  -0.639
N (-0.689, 1.278, 0.634)  -0.393
N (-3.883, 1.679, -0.576)  -0.740
C (-2.660, 1.212, -0.431)  0.321
C (1.101, 2.828, -3.429)  -0.085
C (1.059, -4.660, -0.661)  -0.295
C (0.576, 1.672, -5.490)  -0.181
C (-0.619, 2.234, 2.920)  -0.135
C (-2.057, -3.315, 0.567)  -0.754
C (1.020, -3.362, -1.193)  0.388
C (2.797, -0.870, 1.267)  0.098
C (-1.001, 2.593, 5.241)  -0.199
C (-1.720, -2.133, 1.444)  0.761
C (1.097, 2.827, -4.856)  -0.151
C (-2.677, -1.855, 2.526)  -0.748
C (-1.713, 3.793, 4.968)  -0.159
C (2.238, 1.071, 3.060)  -0.227
C (-1.912, 4.140, 3.608)  -0.200
C (2.101, 3.735, -1.427)  -0.257
C (-1.384, 3.354, 2.595)  -0.146
C (0.628, -1.995, -3.226)  0.220
C (1.339, 0.879, 2.014)  0.182
C (0.663, -3.241, -2.590)  -0.175
C (1.496, 3.929, -2.688)  -0.058
C (1.986, 2.452, -0.846)  0.112
C (-0.430, 1.816, 4.211)  -0.192
C (0.710, -5.782, -1.411)  -0.149
C (0.626, 0.369, -3.411)  0.200
C (0.002, -4.342, -3.186)  -0.167
C (3.200, 0.124, 3.356)  -0.110
C (0.273, 0.470, -4.806)  -0.197
C (3.536, -0.897, 2.437)  -0.220
C (0.107, -5.616, -2.656)  -0.087
C (0.026, 1.484, 1.820)  0.208
C (1.012, 1.539, -2.737)  0.141
H (-4.396, 1.510, -1.453)  0.427
H (3.037, -1.551, 0.489)  0.244
H (-2.965, -3.837, 0.877)  0.255
H (1.600, 4.859, -3.222)  0.242
H (-0.553, -4.306, -4.083)  0.238
H (2.573, 4.533, -0.833)  0.259
H (-2.159, 4.415, 5.720)  0.240
H (0.393, 1.672, -6.577)  0.248
H (-2.586, -0.840, 2.986)  0.263
H (3.831, 0.225, 4.248)  0.256
H (-2.425, 5.021, 3.311)  0.228
H (-0.892, 2.235, 6.270)  0.233
H (-3.670, -2.008, 2.142)  0.272
H (-1.237, -4.046, 0.474)  0.283
H (4.320, -1.730, 2.583)  0.272
H (-1.479, 3.622, 1.542)  0.235
H (-4.286, 2.381, 0.043)  0.428
H (0.974, -6.850, -1.111)  0.262
H (0.109, 0.955, 4.373)  0.210
H (2.119, 1.945, 3.754)  0.269
H (2.292, 2.221, 0.196)  0.216
H (-2.586, -2.589, 3.337)  0.293
H (-2.242, -2.974, -0.445)  0.276
H (1.385, -4.735, 0.402)  0.239
H (1.341, 3.724, -5.431)  0.248
H (0.881, -2.051, -4.296)  0.216
H (0.023, -0.455, -5.289)  0.229

Calculated values (eV) of DFT total energy for the records, taken in order: -51987.020 -175524.180 -164691.433 -71311.630.